# 1
Molecular formula: C20H62O21
Method: DFT, ωB97M-V/def2-TZVPD

Gap between HOMO and LUMO   9.88 eV
Largest force on an atom   4.25 eV/Å
2S+1   1
Structure (SMILES)   OCCO.OCCO.OCCO.OCCO.OCCO.OCCO.OCCO.OCCO.OCCO.OCCO.O
Charge   0

Each atom is followed by the atoms it is bonded to, with distances in Å.
CARTESIAN COORDINATES (ANGSTROEM)
1 C -0.950 -3.726 2.085  C2 1.474, O4 1.422, H5 1.119, H6 1.085
2 C 0.133 -4.438 1.383  C1 1.474, O3 1.455, H7 1.082, H8 1.065
3 O 1.395 -3.739 1.565  C2 1.455, H9 0.990
4 O -0.702 -3.765 3.484  C1 1.422, H10 0.982
5 H -1.893 -4.304 1.920  C1 1.119
6 H -1.143 -2.700 1.788  C1 1.085
7 H -0.047 -4.375 0.319  C2 1.082
8 H 0.157 -5.434 1.761  C2 1.065
9 H 1.547 -3.737 2.544  O3 0.990
10 H -1.238 -3.079 3.939  O4 0.982
11 C -0.838 3.540 -0.140  C12 1.577, O14 1.419, H15 1.134, H16 1.055
12 C -2.213 3.470 -0.910  C11 1.577, O13 1.379, H17 1.058, H18 1.099
13 O -2.073 4.094 -2.132  C12 1.379, H19 0.965
14 O 0.190 3.081 -1.003  C11 1.419, H20 0.986
15 H -0.923 3.034 0.872  C11 1.134
16 H -0.612 4.544 0.092  C11 1.055
17 H -2.858 4.106 -0.364  C12 1.058
18 H -2.506 2.420 -1.045  C12 1.099
19 H -1.309 3.713 -2.581  O13 0.965
20 H 0.281 2.117 -0.815  O14 0.986
21 C -3.449 2.716 7.120  C22 1.535, O24 1.475, H25 1.085, H26 1.117
22 C -2.254 2.914 6.176  C21 1.535, O23 1.455, H27 1.085, H28 1.086
23 O -2.463 2.087 4.998  C22 1.455, H29 0.949
24 O -3.550 3.625 8.277  C21 1.475, H30 0.959
25 H -3.382 1.739 7.586  C21 1.085
26 H -4.394 2.730 6.525  C21 1.117
27 H -1.301 2.646 6.618  C22 1.085
28 H -2.192 3.951 5.859  C22 1.086
29 H -2.868 2.600 4.310  O23 0.949
30 H -3.450 4.536 7.996  O24 0.959
31 C 2.742 2.387 1.076  C32 1.494, O34 1.397, H35 1.034, H36 1.110
32 C 3.950 1.811 1.740  C31 1.494, O33 1.418, H37 1.143, H38 1.061
33 O 4.898 2.857 1.876  C32 1.418, H39 0.977
34 O 3.160 2.983 -0.117  C31 1.397, H40 0.961
35 H 2.256 3.086 1.663  C31 1.034
36 H 1.979 1.594 0.934  C31 1.110
37 H 4.412 1.012 1.066  C32 1.143
38 H 3.776 1.284 2.644  C32 1.061
39 H 5.848 2.629 1.857  O33 0.977
40 H 2.449 3.524 -0.471  O34 0.961
41 C 2.291 1.747 -3.425  C42 1.499, O44 1.391, H45 1.093, H46 1.208
42 C 2.101 1.095 -4.762  C41 1.499, O43 1.366, H47 1.118, H48 1.109
43 O 2.203 -0.263 -4.659  C42 1.366, H49 0.962
44 O 3.675 1.849 -3.331  C41 1.391, H50 1.037
45 H 1.713 1.099 -2.761  C41 1.093
46 H 1.779 2.832 -3.285  C41 1.208
47 H 2.798 1.498 -5.538  C42 1.118
48 H 1.060 1.332 -5.061  C42 1.109
49 H 3.095 -0.467 -4.366  O43 0.962
50 H 3.912 2.153 -2.369  O44 1.037
51 C -0.025 -4.318 -3.135  C52 1.497, O54 1.442, H55 1.090, H56 1.062
52 C 0.380 -3.466 -4.298  C51 1.497, O53 1.406, H57 1.107, H58 1.071
53 O 1.739 -3.211 -4.043  C52 1.406, H59 0.980
54 O -0.163 -3.498 -1.957  C51 1.442, H60 0.977
55 H 0.618 -5.178 -2.946  C51 1.090
56 H -1.010 -4.652 -3.349  C51 1.062
57 H -0.210 -2.531 -4.248  C52 1.107
58 H 0.225 -4.009 -5.208  C52 1.071
59 H 1.984 -2.399 -4.534  O53 0.980
60 H 0.696 -3.101 -1.715  O54 0.977
61 C -4.794 1.839 1.949  C62 1.520, O64 1.467, H65 1.105, H66 1.094
62 C -4.575 0.339 2.055  C61 1.520, O63 1.411, H67 1.110, H68 1.101
63 O -3.489 -0.049 1.242  C62 1.411, H69 0.990
64 O -3.616 2.597 2.384  C61 1.467, H70 0.950
65 H -5.631 2.180 2.585  C61 1.105
66 H -5.078 2.091 0.922  C61 1.094
67 H -5.462 -0.145 1.594  C62 1.110
68 H -4.393 0.060 3.104  C62 1.101
69 H -2.758 -0.276 1.871  O63 0.990
70 H -2.970 2.236 1.788  O64 0.950
71 C -3.760 -2.319 -1.359  C72 1.491, O74 1.397, H75 1.062, H76 1.134
72 C -3.564 -1.109 -2.209  C71 1.491, O73 1.419, H77 1.064, H78 1.138
73 O -2.721 -0.188 -1.534  C72 1.419, H79 0.951
74 O -2.644 -2.900 -0.751  C71 1.397, H80 0.950
75 H -4.376 -2.995 -1.899  C71 1.062
76 H -4.465 -1.989 -0.534  C71 1.134
77 H -4.492 -0.682 -2.503  C72 1.064
78 H -3.084 -1.381 -3.204  C72 1.138
79 H -2.630 -0.459 -0.627  O73 0.951
80 H -1.909 -2.817 -1.346  O74 0.950
81 C 1.555 -0.874 -0.144  C82 1.485, O84 1.420, H85 1.075, H86 1.102
82 C 0.288 -0.657 -0.886  C81 1.485, O83 1.366, H87 1.057, H88 1.060
83 O -0.237 0.574 -0.612  C82 1.366, H89 0.986
84 O 2.028 -2.167 -0.495  C81 1.420, H90 0.959
85 H 1.553 -0.696 0.916  C81 1.075
86 H 2.307 -0.156 -0.507  C81 1.102
87 H -0.339 -1.488 -0.700  C82 1.057
88 H 0.547 -0.725 -1.912  C82 1.060
89 H -1.051 0.642 -1.165  O83 0.986
90 H 1.872 -2.802 0.206  O84 0.959
91 C 5.091 -0.625 -1.737  C92 1.547, O94 1.434, H95 1.102, H96 1.116
92 C 5.562 -1.075 -3.140  C91 1.547, O93 1.477, H97 1.046, H98 1.138
93 O 4.471 -1.866 -3.742  C92 1.477, H99 0.965
94 O 4.868 -1.847 -1.020  C91 1.434, H100 0.967
95 H 4.203 0.016 -1.863  C91 1.102
96 H 5.808 0.099 -1.282  C91 1.116
97 H 6.434 -1.651 -3.172  C92 1.046
98 H 5.828 -0.289 -3.919  C92 1.138
99 H 4.241 -2.493 -3.045  O93 0.965
100 H 3.976 -1.746 -0.660  O94 0.967
101 O -0.883 0.329 3.117  H102 0.950, H103 1.000
102 H -1.093 0.677 3.975  O101 0.950
103 H -0.049 0.741 2.748  O101 1.000

Atom charges from the Mulliken analysis, given in e for atoms 1 to 2: number 1, C, carries 0.222; number 2, C, carries -0.242

***

# 2
Molecular formula: C17H24N2O4
Method: DFT, ωB97M-V/def2-TZVPD

Gap between HOMO and LUMO   9.66 eV
Largest force on an atom   0.70 eV/Å
2S+1   1
Structure (SMILES)   CCc1ccc(C(=O)COC(=O)[C@@H](NC(N)=O)[C@@H](C)CC)cc1
Charge   0

Each atom is followed by the atoms it is bonded to, with distances in Å.
CARTESIAN COORDINATES (ANGSTROEM)
1 C 3.079 3.288 -0.106  H2 1.088, H3 1.088, H4 1.087, C5 1.524
2 H 3.400 4.234 0.326  C1 1.088
3 H 3.272 3.328 -1.176  C1 1.088
4 H 2.010 3.175 0.057  C1 1.087
5 C 3.843 2.141 0.546  C1 1.524, C6 1.503, H46 1.096, H47 1.093
6 C 3.335 0.769 0.201  C5 1.503, C7 1.394, C11 1.390
7 C 3.710 -0.313 0.996  C6 1.394, C8 1.379, H45 1.081
8 C 3.244 -1.584 0.738  C7 1.379, C9 1.395, H44 1.080
9 C 2.360 -1.807 -0.319  C8 1.395, C10 1.393, C14 1.474
10 C 2.020 -0.738 -1.146  C9 1.393, C11 1.381, H13 1.080
11 C 2.508 0.528 -0.890  C6 1.390, C10 1.381, H12 1.077
12 H 2.220 1.338 -1.540  C11 1.077
13 H 1.394 -0.896 -2.011  C10 1.080
14 C 1.784 -3.153 -0.488  C9 1.474, O15 1.207, C16 1.534
15 O 2.397 -4.183 -0.341  C14 1.207
16 C 0.284 -3.174 -0.808  C14 1.534, H17 1.097, H18 1.093, O19 1.424
17 H 0.128 -3.025 -1.884  C16 1.097
18 H -0.135 -4.139 -0.511  C16 1.093
19 O -0.384 -2.147 -0.083  C16 1.424, C20 1.330
20 C -0.969 -1.168 -0.766  O19 1.330, O21 1.207, C22 1.519
21 O -1.087 -1.143 -1.967  C20 1.207
22 C -1.419 -0.041 0.148  C20 1.519, N23 1.443, H30 1.100, C31 1.544
23 N -1.952 1.038 -0.648  C22 1.443, C24 1.372, H29 1.010
24 C -1.194 2.167 -0.830  N23 1.372, O25 1.214, N26 1.362
25 O -0.238 2.446 -0.136  C24 1.214
26 N -1.654 2.998 -1.806  C24 1.362, H27 1.003, H28 1.004
27 H -2.365 2.721 -2.458  N26 1.003
28 H -1.133 3.836 -1.992  N26 1.004
29 H -2.539 0.745 -1.416  N23 1.010
30 H -0.506 0.351 0.620  C22 1.100
31 C -2.375 -0.490 1.275  C22 1.544, C32 1.528, C36 1.532, H43 1.094
32 C -2.439 0.612 2.331  C31 1.528, H33 1.087, H34 1.087, H35 1.087
33 H -3.093 0.319 3.148  C32 1.087
34 H -1.451 0.815 2.733  C32 1.087
35 H -2.822 1.529 1.890  C32 1.087
36 C -3.785 -0.817 0.773  C31 1.532, C37 1.524, H41 1.092, H42 1.092
37 C -3.857 -2.046 -0.126  C36 1.524, H38 1.088, H39 1.086, H40 1.088
38 H -4.895 -2.287 -0.346  C37 1.088
39 H -3.345 -1.883 -1.070  C37 1.086
40 H -3.405 -2.904 0.367  C37 1.088
41 H -4.190 0.052 0.250  C36 1.092
42 H -4.415 -0.993 1.648  C36 1.092
43 H -1.938 -1.389 1.721  C31 1.094
44 H 3.525 -2.417 1.365  C8 1.080
45 H 4.372 -0.149 1.835  C7 1.081
46 H 4.900 2.198 0.265  C5 1.096
47 H 3.797 2.254 1.632  C5 1.093

Atom charges from the Mulliken analysis, given in e for atoms 1 to 2: number 1, C, carries -1.173; number 2, H, carries 0.393